# 1
Here is a single C3H9NO molecule from OMol25. Energies are from ωB97M-V/def2-TZVPD.

Geometry (Å):
H (-0.7361, 1.4807, 0.3831)
H (0.5792, -1.8444, 1.4368)
H (-1.1974, 0.9783, -1.2514)
O (-1.6091, -1.0802, 0.3540)
H (1.6261, -0.5452, 0.8519)
H (-2.2533, -0.8901, -0.3364)
H (0.2892, -0.1868, 1.9647)
H (1.5178, 1.4626, -0.2992)
C (0.6070, -0.8034, 1.1279)
C (-0.3418, -0.6010, -0.0484)
H (1.1320, 0.8928, -1.7874)
C (-0.4272, 0.8807, -0.4769)
H (0.0197, -1.1934, -0.9101)
N (0.7940, 1.4495, -1.0089)

Output
**Structure (SMILES)**: C[C@@H](O)CN
**Frontier orbital gap**: 10.238 eV
**Energy relative to the best compared isomer or geometry (same formula, charge and spin)**: 0.673 eV

---

# 2
Here is a 2-piece molecular cluster, C3H9NO overall at a distorted geometry from OMol25. Energies are from ωB97M-V/def2-TZVPD.

Geometry (Å):
H (1.1703, 3.5687, 1.2693)
H (-2.5323, -4.7499, 0.1481)
H (1.6111, 5.1587, 1.9103)
H (-0.6924, -3.3910, -1.8805)
H (-1.5569, -1.6258, 0.0657)
C (-1.7969, -4.5756, -0.6267)
N (-1.9678, -2.1172, -0.7338)
O (3.1550, 3.9636, 1.0724)
C (-1.3739, -3.3820, -1.0338)
H (3.7081, 4.7531, 1.0495)
H (-1.7628, -1.5444, -1.5515)
H (1.5337, 4.9750, 0.2097)
C (1.8166, 4.4265, 1.1185)
H (-1.3118, -5.4598, -1.0172)

Output
**Structure (SMILES)**: C=CN.CO
**Frontier orbital gap**: 9.845 eV
**Energy relative to the best compared isomer or geometry (same formula, charge and spin)**: 2.106 eV

---

# 3
Here is a single C3H9NO molecule at a distorted geometry from OMol25. Energies are from ωB97M-V/def2-TZVPD.

Geometry (Å):
C (0.6359, 0.5399, -1.4190)
H (-0.3571, -1.7521, 0.4638)
C (0.5154, 0.0453, 1.1024)
H (-0.0051, 0.2122, 2.1457)
H (-1.6711, 0.0544, -1.2986)
H (0.8232, -0.4871, -1.6146)
H (0.8096, -2.0102, 1.5293)
H (-0.0609, 0.9273, -2.2881)
H (1.5937, 0.4087, 1.0540)
H (-0.3089, 1.8724, 0.1136)
O (-1.5235, 0.1570, -0.2515)
C (-0.1867, 0.7508, -0.0661)
N (0.5757, -1.3863, 0.7807)
H (1.5462, 1.2065, -1.2612)

Output
**Structure (SMILES)**: C[C@@H](O)CN
**Frontier orbital gap**: 10.103 eV
**Energy relative to the best compared isomer or geometry (same formula, charge and spin)**: 1.578 eV

---

# 4
Here is a 2-piece molecular cluster, C3H9NO2 overall at a distorted geometry from OMol25. Energies are from ωB97M-V/def2-TZVPD.

Geometry (Å):
H (-0.5200, 0.5933, -1.3108)
C (-0.5466, -1.4219, -0.7454)
C (1.3086, 2.1624, 1.2346)
H (0.8576, -1.7538, 0.9358)
N (-0.0941, -0.1337, -0.7600)
H (2.1403, 2.8488, 1.3821)
O (-1.5009, -1.8298, -1.3579)
H (-0.2539, 2.7347, 0.2249)
C (0.2582, -2.2987, 0.2204)
H (0.8571, -3.0139, -0.3244)
H (0.7733, 0.1207, -0.3322)
O (0.1189, 2.9539, 1.0816)
H (-0.5087, -2.8734, 0.7414)
H (1.1171, 1.5606, 2.1251)
H (1.5528, 1.4785, 0.4324)

Output
**Structure (SMILES)**: CC(N)=O.CO
**Frontier orbital gap**: 10.595 eV
**Energy relative to the best compared isomer or geometry (same formula, charge and spin)**: 1.182 eV

---

# 5
Here is a single C3H9NO2 molecule at a distorted geometry from OMol25. Energies are from ωB97M-V/def2-TZVPD.

Geometry (Å):
C (-0.4994, 0.3816, -0.7291)
H (-1.0106, 1.3259, -0.9314)
H (1.5029, -0.1125, -1.5557)
C (1.1123, 0.7639, -1.0342)
H (1.0889, 1.6107, -1.7246)
H (1.5190, 1.1544, 0.8358)
N (-0.5562, 0.0435, 0.6478)
C (-0.0277, -1.2816, 0.9533)
H (-0.3680, -2.0448, 0.2467)
H (-0.8128, -0.3990, -1.4287)
O (-2.1748, -0.2157, 0.6243)
O (2.0054, 1.0805, -0.0023)
H (-0.3454, -1.5666, 1.9597)
H (-2.5009, 0.5218, 1.1692)
H (1.0673, -1.2619, 0.9692)

Output
**Structure (SMILES)**: CN(O)CCO
**Frontier orbital gap**: 11.078 eV
**Energy relative to the best compared isomer or geometry (same formula, charge and spin)**: 3.919 eV

---

# 6
Here is a 2-piece molecular cluster, C3H9NO2 overall at a distorted geometry from OMol25. Energies are from ωB97M-V/def2-TZVPD.

Geometry (Å):
O (-2.0925, 0.8395, -0.6041)
H (-0.2936, -0.9499, -0.8217)
H (0.6301, 1.4586, -0.9278)
H (-0.6321, -0.3133, 1.8174)
N (-1.3649, -1.2983, -0.3979)
H (2.7642, 0.2573, 0.0035)
H (-1.9021, 1.7406, -0.3051)
C (1.7302, 0.0274, 0.2851)
O (-1.1638, 0.3436, 1.3468)
C (0.7017, 0.3772, -0.7845)
H (1.5365, 0.5711, 1.2167)
H (-1.3011, -1.9691, 0.3612)
C (-1.3213, -0.0148, 0.0584)
H (1.7109, -1.0466, 0.5169)
H (0.9978, -0.0234, -1.7648)

Output
**Frontier orbital gap**: 8.115 eV
**Energy relative to the best compared isomer or geometry (same formula, charge and spin)**: 4.552 eV

---

# 7
Here is a 2-piece molecular cluster, C3H9NO2 overall at a distorted geometry from OMol25. Energies are from ωB97M-V/def2-TZVPD.

Geometry (Å):
C (0.7018, -2.8125, 0.4350)
H (-0.0384, -3.2024, 1.1421)
C (-2.0065, 2.6299, -1.1476)
H (-2.3772, 1.7211, -1.5645)
H (0.2634, -3.0085, -0.5410)
H (-0.0184, 0.2645, -0.2128)
H (-0.2054, 2.7797, 0.0416)
O (0.0241, -0.6944, -0.2361)
H (-2.5064, 2.8415, -0.1991)
H (0.0701, 2.4038, -1.5355)
H (1.6280, -3.3543, 0.5444)
O (1.4030, -0.7262, 1.4867)
N (-0.5541, 2.2848, -0.7653)
H (-1.9857, 3.5026, -1.8357)
C (0.8521, -1.3322, 0.5948)

Output
**Structure (SMILES)**: CC(=O)O.CN
**Frontier orbital gap**: 10.696 eV
**Energy relative to the best compared isomer or geometry (same formula, charge and spin)**: 0.829 eV

---

# 8
Here is a 2-piece molecular cluster, C3H9NO2 overall at a distorted geometry from OMol25. Energies are from ωB97M-V/def2-TZVPD.

Geometry (Å):
H (3.0827, -0.6319, 0.8815)
O (2.1904, -1.0074, 0.8584)
C (-1.7644, -0.3115, -1.5374)
H (-2.4782, 0.0535, -2.2800)
O (-1.6137, 0.0105, 0.8319)
H (2.0348, 1.5216, 0.4110)
N (1.1164, 1.0873, 0.2853)
H (-1.9313, -1.3740, -1.3628)
H (-0.7944, -0.1428, -2.0024)
C (1.4292, -0.2710, -0.1027)
H (0.8290, 1.0291, 1.2667)
C (-1.8744, 0.4502, -0.2534)
H (1.9651, -0.2871, -1.0512)
H (-2.2086, 1.5041, -0.3535)
H (0.5221, -0.8479, -0.2349)

Output
**Structure (SMILES)**: CC=O.NCO
**Frontier orbital gap**: 10.730 eV
**Energy relative to the best compared isomer or geometry (same formula, charge and spin)**: 1.713 eV

---

# 9
Here is a 3-piece molecular cluster, C3H9NO2 overall at a distorted geometry from OMol25. Energies are from ωB97M-V/def2-TZVPD.

Geometry (Å):
H (-1.1801, 3.9641, 2.9769)
O (-2.0051, 3.5241, 2.7303)
H (-1.3690, 1.4071, 1.3584)
N (-0.8009, 0.7053, -0.5031)
O (2.3632, -4.1039, -1.0001)
H (1.1440, 0.9820, -2.2163)
H (-1.1415, -0.3648, 1.2555)
H (-2.5446, 4.2340, 2.3666)
H (0.2445, -1.1034, -0.1670)
C (0.1438, -0.2809, -0.8803)
H (1.5839, -3.7066, -1.3993)
C (1.0128, -0.0325, -1.8527)
C (-1.2676, 0.5614, 0.6718)
H (1.6129, -0.7362, -2.4146)
H (2.2038, -5.0498, -0.9263)

Output
**Structure (SMILES)**: C=CN=C.O.O
**Frontier orbital gap**: 9.442 eV
**Energy relative to the best compared isomer or geometry (same formula, charge and spin)**: 3.441 eV

---

# 10
Here is a 3-piece molecular cluster, C3H9NO2 overall at a distorted geometry from OMol25. Energies are from ωB97M-V/def2-TZVPD.

Geometry (Å):
H (2.0500, 1.3526, -0.0463)
H (0.8813, -2.4626, -1.8637)
N (0.3083, 0.2109, 0.2609)
H (0.6060, 2.1669, 0.6878)
C (0.7451, -1.4587, -1.4879)
H (0.8435, -0.7742, -2.3282)
H (-3.1101, -2.4753, 4.3956)
C (0.6680, -1.0257, -0.2361)
C (1.0066, 1.2501, 0.2665)
H (-2.3198, -1.1319, 4.5749)
H (0.1483, 2.4045, -3.9526)
H (0.6257, -1.7741, 0.5529)
O (0.3573, 2.9302, -3.1695)
O (-2.4190, -2.0555, 4.8785)
H (-0.3912, 2.8426, -2.5327)

Output
**Structure (SMILES)**: C=CN=C.O.O
**Frontier orbital gap**: 9.772 eV
**Energy relative to the best compared isomer or geometry (same formula, charge and spin)**: 2.890 eV

---

# 11
Here is a 2-piece molecular cluster, C3H9NO2 overall at a distorted geometry from OMol25. Energies are from ωB97M-V/def2-TZVPD.

Geometry (Å):
H (-1.1403, -2.2362, -1.5319)
C (0.8295, 1.5501, 1.6353)
H (0.8723, -1.3496, -2.0185)
H (2.0116, 0.4757, 2.9299)
N (-1.7240, -0.7347, -0.3931)
O (0.2641, 1.3571, 0.4451)
H (2.6922, 0.7314, 1.1806)
H (0.7318, 0.5707, 0.0954)
H (-1.2961, 0.1267, -0.0421)
H (-2.7472, -0.6947, -0.5254)
H (0.0483, 1.8218, 2.4263)
C (-1.0781, -1.1451, -1.6869)
H (-1.6684, -0.8731, -2.5341)
O (0.2194, -0.5840, -1.9677)
C (1.9848, 0.9836, 1.9869)

Output
**Structure (SMILES)**: C=CO.NCO
**Frontier orbital gap**: 9.603 eV
**Energy relative to the best compared isomer or geometry (same formula, charge and spin)**: 3.419 eV

---

# 12
Here is a 2-piece molecular cluster, C3H9NO2 overall at a distorted geometry from OMol25. Energies are from ωB97M-V/def2-TZVPD.

Geometry (Å):
H (-0.7842, -2.6834, 1.3923)
N (1.0385, -1.8840, 0.6497)
H (-0.7400, -0.8167, 1.0639)
H (1.3222, -2.8534, 0.4848)
C (-0.1236, 1.4177, -1.2989)
O (0.1271, 1.4630, -2.4739)
H (1.4596, -1.7759, 1.5707)
C (-0.4223, -1.8228, 0.8217)
C (-0.3894, 2.5260, -0.2727)
H (0.1313, 2.2551, 0.6311)
H (0.5442, -0.4948, -0.8800)
H (-0.9216, -1.7642, -0.1441)
H (0.1983, 3.3756, -0.5878)
H (-1.4257, 2.7869, -0.3272)
O (-0.0143, 0.2709, -0.6296)

Output
**Structure (SMILES)**: CC(=O)O.CN
**Frontier orbital gap**: 10.895 eV
**Energy relative to the best compared isomer or geometry (same formula, charge and spin)**: 1.651 eV

---

Among the records above, which one has the highest energy relative to the best compared isomer or geometry (same formula, charge and spin)?
number 6

---

Which of these has the highest energy relative to the best compared isomer or geometry (same formula, charge and spin)?
number 6

---

Look up the energy relative to the best compared isomer or geometry (same formula, charge and spin) of the second one.
2.106 eV